DFT (ωB97M-V with the def2-TZVPD basis set) results for 2 unconnected molecules or ions with the total composition C8H8N6O4 at a distorted geometry.

```
26
Properties=species:S:1:pos:R:3
N -1.90361 -5.31998 0.91846
C -1.44149 -4.24507 0.93223
C -0.85638 -2.94464 0.92325
C 0.50809 -2.65370 0.75877
C 0.94678 -1.29974 0.64485
N 2.35050 -1.04086 0.74218
O 3.12531 -2.01913 0.84578
O 2.76508 0.14444 0.72271
C 0.04726 -0.20941 0.66065
C -1.29705 -0.52560 0.87217
N -2.43763 0.28478 0.75885
O -2.60699 1.48730 0.64209
O -3.55749 -0.61506 0.80662
N -3.13828 -1.95089 0.95878
C -1.78297 -1.84741 0.98057
H 1.24765 -3.45307 0.80186
H 0.39689 0.81883 0.69027
C 1.39655 3.68045 -1.84962
N 0.64590 2.86012 -0.92229
N 0.26041 1.64503 -1.49924
H 1.81580 4.50697 -1.28505
H 2.19508 3.07041 -2.26579
H 0.77545 4.06922 -2.66237
H -0.16974 3.30531 -0.52144
H 1.09485 1.10853 -1.75577
H -0.37994 1.14313 -0.89854
```

Values from the calculation:
- energy relative to the best compared isomer or geometry (same formula, charge and spin) (eV) = 0.000
- net charge = 0
- HOMO energy (eV) = -7.96
- max |F| (Eh/bohr) = 0.0696
- orbital gap (eV) = 5.3
- SMILES = N#Cc1cc([N+](=O)[O-])cc2c1no[n+]2[O-].CNN
- LUMO level (eV) = -2.69

Löwdin population analysis, charges in e, atoms 1 to 8: number 1, N, carries 0.18; number 2, C, carries -0.16; number 3, C, carries -0.14; number 4, C, carries 0.10; number 5, C, carries -0.11; number 6, N, carries -0.32; number 7, O, carries 0.07; number 8, O, carries 0.07

***

DFT (ωB97M-V with the def2-TZVPD basis set) results for a gas-phase ion, C6H11N2 (charge +1) at a distorted geometry.

```
19
Properties=species:S:1:pos:R:3
C -1.11016 -1.06979 0.05140
C -0.13716 0.75239 -0.37028
C 0.70811 0.22998 0.88966
C -0.07874 -1.14131 1.11004
C 0.76858 -2.43759 1.21983
C -0.55632 2.33447 -2.07185
N -1.06721 -0.10486 -0.82900
N 0.06476 1.95238 -0.87356
H -1.95614 -1.67064 0.01958
H 1.77057 0.03793 0.95539
H 0.62848 1.13063 1.57094
H -0.67906 -1.24053 2.00667
H 1.57296 -2.66871 0.46632
H 0.03969 -3.22533 1.27229
H 1.26362 -2.40748 2.21671
H -0.78016 3.37640 -2.27725
H -1.25364 1.58898 -2.28816
H 0.22656 1.99647 -2.81477
H 0.57527 2.56661 -0.25398
```

Values from the calculation:
- energy relative to the best compared isomer or geometry (same formula, charge and spin) (eV) = 2.220
- net charge = +1
- HOMO energy (eV) = -14.90
- max |F| (Eh/bohr) = 0.0768
- orbital gap (eV) = 9.9
- SMILES = C/[NH+]=C1/C[C@H](C)C=N1
- LUMO level (eV) = -4.96

Löwdin population analysis, charges in e, atoms 1 to 8: number 1, C, carries 0.02; number 2, C, carries -0.22; number 3, C, carries 0.02; number 4, C, carries -0.29; number 5, C, carries -0.04; number 6, C, carries -0.03; number 7, N, carries 0.17; number 8, N, carries 0.06

***

Question: Which of these has the highest orbital gap?
Answer: C6H11N2